Density functional theory data (ωB97M-V/def2-TZVPD) for a molecular structure, C34H31AsBrF4FeN2O9P3S.

As for the expectation value of S²: 8.832. The spin multiplicity is 6. The orbital gap (spin up / spin down) is 5.6 / 6.6 eV. For the total energy, the calculation gives -9996.20106 Eh. As for the HOMO energy (spin up / spin down): -10.076 / -11.133 eV. The lowest unoccupied orbital energy (spin up / spin down) is -4.4507 / -4.4851 eV. The charge is +1.

Element x y z (Å)
1 Fe 0.395492 0.331567 0.282273
2 O -5.785182 5.032004 -1.592859
3 C -6.029816 3.708615 -1.678168
4 O -7.031173 3.300506 -2.183670
5 C -4.983365 2.779073 -1.122413
6 C -5.420634 1.456163 -0.778127
7 C -4.511968 0.481392 -0.412359
8 C -3.156461 0.765063 -0.321138
9 C -2.671583 2.173889 -0.458937
10 C -3.684979 3.118349 -1.022987
11 N -2.128601 -0.138884 -0.116912
12 C -2.365128 -1.368937 0.146093
13 C -1.281116 -2.302329 0.438272
14 C -1.571055 -3.621377 0.744721
15 C -0.529055 -4.481280 1.061721
16 C 0.760972 -3.991315 1.060089
17 C 0.965016 -2.655530 0.737198
18 N -0.026245 -1.829923 0.430753
19 H -5.026612 5.205222 -1.024113
20 H -6.471320 1.225506 -0.877948
21 H -4.880647 -0.522412 -0.248262
22 H -1.815325 2.130764 -1.126060
23 H -3.321852 4.094793 -1.334543
24 H -3.371283 -1.781370 0.200983
25 H -2.597732 -3.964056 0.741516
26 H -0.728946 -5.515154 1.311290
27 H 1.603769 -4.618093 1.315848
28 H 1.953132 -2.222167 0.730318
29 F -0.659861 5.118358 -5.647749
30 C -0.428230 4.610803 -4.453426
31 C -0.171361 5.444359 -3.383495
32 F -0.155127 6.757125 -3.547899
33 C 0.064271 4.888609 -2.139398
34 F 0.298869 5.737345 -1.134736
35 C 0.068164 3.515071 -1.918288
36 P 0.450523 2.865211 -0.244656
37 C 1.951767 3.735703 0.271235
38 C 2.275172 3.684544 1.628894
39 C 3.433378 4.292900 2.088094
40 C 4.283623 4.933650 1.196321
41 C 3.980174 4.955954 -0.157794
42 C 2.818797 4.354622 -0.621814
43 C -0.902858 3.597756 0.781564
44 C -2.107023 2.777513 0.895707
45 C -3.116883 3.204411 1.823397
46 C -2.948345 4.303359 2.618133
47 C -1.775522 5.038571 2.490759
48 C -0.751830 4.683151 1.598058
49 C -0.222253 2.692157 -3.014247
50 Br -0.440917 0.831862 -2.877656
51 C -0.460145 3.239093 -4.262404
52 F -0.743641 2.472274 -5.306022
53 H 1.631729 3.169277 2.334591
54 H 3.672631 4.254355 3.143228
55 H 5.186490 5.410641 1.556286
56 H 4.644310 5.448919 -0.856312
57 H 2.594331 4.380065 -1.681552
58 H -1.636404 1.846402 1.449860
59 H -4.021965 2.608653 1.892444
60 H -3.700433 4.586773 3.340794
61 H -1.632588 5.916002 3.111000
62 H 0.154486 5.271955 1.576001
63 O -0.874044 -0.220011 4.368708
64 P -0.540121 1.050889 3.491084
65 O -1.278383 2.257870 3.885917
66 O -0.694919 0.657253 2.002295
67 O 1.062912 1.239080 3.695218
68 P 2.027921 0.106633 3.028317
69 O 3.464964 0.522335 3.591034
70 O 1.581355 -1.230993 3.490882
71 O 2.089067 0.400869 1.547614
72 H -0.185441 -0.900954 4.223254
73 H 3.618611 0.159288 4.473367
74 C 5.475987 -0.446757 -1.922733
75 As 4.195777 -0.182599 -0.513988
76 C 4.499758 -1.678456 0.656536
77 C 4.765916 1.398315 0.399694
78 S 2.301222 -0.058220 -1.470517
79 H 6.481249 -0.490788 -1.505923
80 H 5.398317 0.380437 -2.623809
81 H 5.243703 -1.375459 -2.438143
82 H 5.523824 -1.615011 1.023474
83 H 4.378114 -2.595614 0.084305
84 H 3.812256 -1.657969 1.497321
85 H 5.771396 1.237158 0.787205
86 H 4.071529 1.596574 1.210543
87 H 4.766895 2.219508 -0.311155

Cartesian forces (eV/Å) of the 6 atoms listed first:
Fe 0.0 -0.4 0.1
O 0.0 0.0 0.0
C 0.0 0.0 0.0
O 0.0 0.0 0.0
C 0.0 0.1 0.0
C 0.0 -0.1 0.0